Record 1
DFT (the ωB97M-V functional and the def2-TZVPD basis) results for 2 unconnected molecules or ions with the total composition C3H9NO3.

As for the SMILES: O=CCNCO.O. For the highest occupied orbital energy, the calculation gives -9.25 eV. As for the HOMO-LUMO gap: 9.97 eV. The calculation puts the energy above the lowest of the compared OMol25 structures with the same formula, charge and spin at 2.6846 eV. As for the LUMO energy: 0.71 eV.

Structure (XYZ):
```
16
Properties=species:S:1:pos:R:3:lowdin_charge:R:1
O 1.98084 -1.72463 -0.55972 0.0420
C 1.15458 -1.39741 0.25933 -0.2696
C 0.38863 -0.14503 0.14130 -0.2097
N -0.41145 0.36926 1.27397 -0.0563
C -1.78263 -0.17559 1.27362 -0.2823
O -2.57365 0.74775 0.48338 -0.0870
H 0.96238 -2.07434 1.10079 0.1182
H -0.30340 -0.29486 -0.76309 0.1576
H 1.09347 0.62233 -0.19754 0.1123
H -0.39319 1.37965 1.12296 0.1075
H -1.63081 -1.20824 0.91483 0.1090
H -2.12645 -0.39294 2.30723 0.1149
H -3.57239 0.75348 0.71459 0.1308
O 2.01317 1.04385 -2.58083 -0.0878
H 2.42351 1.16080 -3.46448 0.0472
H 2.77739 1.33593 -2.02635 0.0533
```

=====

Record 2
DFT (the ωB97M-V functional and the def2-TZVPD basis) results for a molecular structure, C3H9NO3.

For the highest occupied orbital energy, the calculation gives -10.19 eV. As for the HOMO-LUMO gap: 10.59 eV. The calculation puts the energy above the lowest of the compared OMol25 structures with the same formula, charge and spin at 1.5269 eV. As for the LUMO energy: 0.40 eV.

Structure (XYZ):
```
16
Properties=species:S:1:pos:R:3:lowdin_charge:R:1
H -0.94922 -1.33139 -0.49440 0.0705
O -0.53335 -2.53126 -0.25382 -0.2412
N -1.03673 -0.08204 -0.27414 0.0731
H -0.66116 -3.11686 -0.96065 -0.0238
H -1.81432 0.18260 0.35570 0.1447
H -1.13269 0.47223 -1.21024 0.1965
C 0.17527 0.33041 0.43760 -0.3490
H 0.22042 -0.40026 1.35631 0.2036
C 1.28176 0.21774 -0.58495 -0.5507
O 2.00812 1.09172 -0.94724 0.1288
O 1.44061 -1.03198 -1.02288 0.0580
H 0.79169 -1.77530 -0.59571 0.0890
C 0.04909 1.70471 0.93471 -0.0686
H -0.71885 1.86354 1.63538 0.0670
H 0.95074 1.93277 1.47396 0.0939
H -0.07136 2.47338 0.15036 0.1082
```

=====

Record 3
DFT (the ωB97M-V functional and the def2-TZVPD basis) results for a single C3H9NO4 molecule.

As for the SMILES: CO[C@H](O)C(N)(O)O. For the highest occupied orbital energy, the calculation gives -10.18 eV. As for the HOMO-LUMO gap: 10.98 eV. The calculation puts the energy above the lowest of the compared OMol25 structures with the same formula, charge and spin at 0.7216 eV. As for the LUMO energy: 0.80 eV.

Structure (XYZ):
```
17
Properties=species:S:1:pos:R:3:lowdin_charge:R:1
C 1.61542 1.55467 -0.74712 -0.0920
O 0.36866 0.95254 -1.03945 -0.1443
C 0.23189 -0.40766 -0.57786 -0.3510
O -0.24068 -1.10457 -1.66068 0.0318
C -0.79579 -0.42035 0.61052 -0.6355
N -0.55037 -1.55748 1.44422 0.1306
O -2.09532 -0.52012 0.08195 0.0339
O -0.69356 0.76592 1.33502 0.0452
H 1.78311 1.62487 0.33330 0.0901
H 1.58348 2.55655 -1.17231 0.0921
H 2.44022 0.99051 -1.19647 0.0935
H 1.19994 -0.81997 -0.27156 0.1611
H -1.04853 -0.56775 -1.89039 0.1326
H 0.39976 -1.56826 1.78782 0.0903
H -1.16929 -1.51325 2.24118 0.0951
H -2.31085 -1.46812 0.02252 0.1184
H -0.71810 1.50247 0.69932 0.1082
```

=====

Record 4
DFT (the ωB97M-V functional and the def2-TZVPD basis) results for a single C3H9NO4 molecule.

As for the SMILES: N[C@H](O)[C@@H](O)C(O)O. For the highest occupied orbital energy, the calculation gives -10.20 eV. As for the HOMO-LUMO gap: 10.97 eV. The calculation puts the energy above the lowest of the compared OMol25 structures with the same formula, charge and spin at 1.1808 eV. As for the LUMO energy: 0.76 eV.

Structure (XYZ):
```
17
Properties=species:S:1:pos:R:3:lowdin_charge:R:1
N 0.09067 -1.59415 0.94424 0.0689
C 0.65663 -0.27812 1.15608 -0.4021
O -0.06132 0.54134 2.04994 -0.0027
C 0.82177 0.38909 -0.23245 -0.2556
O 1.22063 -0.56796 -1.19409 -0.0341
C -0.49626 1.06341 -0.68595 -0.3789
O -0.63281 0.98580 -2.14453 -0.0333
O -1.63000 0.33169 -0.35587 -0.0814
H 0.11475 -2.14276 1.79419 0.0939
H -0.87316 -1.50204 0.63359 0.0826
H 1.64535 -0.40224 1.60604 0.1546
H -0.96349 0.62759 1.70761 0.0845
H 1.59568 1.16001 -0.18760 0.1557
H 0.94387 -1.42981 -0.82794 0.0901
H -0.56303 2.12154 -0.40092 0.1558
H 0.03680 0.32395 -2.41968 0.0985
H -1.90608 0.37266 -1.44267 0.2035
```

=====

Record 5
DFT (the ωB97M-V functional and the def2-TZVPD basis) results for 2 unconnected molecules or ions with the total composition C3H9NO6P2.

For the highest occupied orbital energy, the calculation gives -0.45 eV. Its charge is -2. As for the HOMO-LUMO gap: 6.65 eV. The calculation puts the energy above the lowest of the compared OMol25 structures with the same formula, charge and spin at 1.2936 eV. As for the LUMO energy: 6.20 eV.

Structure (XYZ):
```
21
Properties=species:S:1:pos:R:3:lowdin_charge:R:1
C -0.12079 -1.47868 2.60573 -0.1005
C -1.08457 3.13081 -1.97508 -0.2682
C 0.52933 -1.98530 1.37990 -0.5010
N 0.44135 -3.16808 1.00758 0.0956
O 2.88359 -0.98479 1.59877 -0.3783
O 1.94819 -1.37461 -0.81415 -0.3644
O -0.31072 -0.32282 -2.01678 -0.3137
O 1.20758 0.56411 0.85974 -0.1919
O -2.67169 0.74392 -1.99319 -0.5180
O -0.50980 2.12953 -1.14710 -0.4305
P 1.76578 -0.93232 0.60884 0.2250
P -1.45352 0.58446 -1.16993 0.5374
H -0.58647 -2.24471 3.24193 0.0672
H 0.71979 -0.90071 3.05810 0.0856
H -0.95114 -1.00457 2.25047 0.0239
H -1.91257 2.86542 -2.62088 0.0297
H -0.34997 3.63731 -2.79148 0.0824
H -1.26859 3.95301 -1.30884 0.0339
H 0.28990 0.66253 0.61964 -0.0370
H 0.51725 -0.47919 -1.59359 -0.0695
H 0.91708 -3.39531 0.20033 -0.0078
```

=====

Record 6
DFT (the ωB97M-V functional and the def2-TZVPD basis) results for 2 unconnected molecules or ions with the total composition C3H9NOP2.

As for the SMILES: N/C(P)=C\O.C=P. For the highest occupied orbital energy, the calculation gives -7.94 eV. As for the HOMO-LUMO gap: 8.31 eV. The calculation puts the energy above the lowest of the compared OMol25 structures with the same formula, charge and spin at 2.5254 eV. As for the LUMO energy: 0.38 eV.

Structure (XYZ):
```
16
Properties=species:S:1:pos:R:3:lowdin_charge:R:1
N 1.92340 -0.53294 0.01965 0.0392
C 0.62738 -0.16585 -0.49153 -0.6397
P 0.30575 1.52220 -1.07787 0.7722
C -0.22407 -1.22737 -0.52244 -0.3321
O 0.06911 -2.48154 -0.17766 0.0017
H 2.48311 0.25215 0.30601 0.0659
H 1.90434 -1.35924 0.53985 0.0439
H -0.36862 1.16706 -2.43736 -0.0191
H 1.48731 1.69201 -1.74427 -0.1343
H -1.19726 -0.90541 -1.02836 0.1175
H 0.90310 -2.65989 -0.66298 0.1189
C -1.95472 0.53154 1.29441 -0.4564
P -1.31211 2.14074 1.36174 0.6567
H -2.96598 0.50954 0.97770 -0.0526
H -1.59912 -0.43778 1.68438 0.0030
H -0.08161 1.95478 1.95874 -0.1848
```

=====

Record 7
DFT (the ωB97M-V functional and the def2-TZVPD basis) results for a single C3H9NOS molecule.

As for the SMILES: OCNCCS. For the highest occupied orbital energy, the calculation gives -9.05 eV. As for the HOMO-LUMO gap: 9.83 eV. The calculation puts the energy above the lowest of the compared OMol25 structures with the same formula, charge and spin at 1.3528 eV. As for the LUMO energy: 0.78 eV.

Structure (XYZ):
```
15
Properties=species:S:1:pos:R:3:lowdin_charge:R:1
O 0.28068 2.10748 -1.25540 -0.0672
C 0.80660 1.71672 0.02276 -0.2552
N -0.14486 0.96306 0.85855 -0.0545
C -0.79779 -0.15938 0.14572 -0.3054
C 0.16883 -1.34102 0.25065 -0.5107
S -0.53115 -2.81848 -0.64895 0.6718
H 0.37659 1.36478 -1.83529 0.0541
H 1.62828 1.03950 -0.20048 0.1093
H 1.04274 2.66783 0.48526 0.1195
H -0.86658 1.54684 1.25929 0.1002
H -1.73839 -0.38489 0.67043 0.1182
H -0.99012 -0.05145 -0.93011 0.0938
H 1.05197 -1.23698 -0.39432 0.0515
H 0.24025 -1.70774 1.25992 0.0640
H -0.52705 -3.70626 0.31196 -0.1894
```

=====

Record 8
DFT (the ωB97M-V functional and the def2-TZVPD basis) results for a single C3H9NOS molecule.

As for the SMILES: N[C@H](CO)CS. For the highest occupied orbital energy, the calculation gives -8.59 eV. As for the HOMO-LUMO gap: 9.29 eV. The calculation puts the energy above the lowest of the compared OMol25 structures with the same formula, charge and spin at 1.7725 eV. As for the LUMO energy: 0.70 eV.

Structure (XYZ):
```
15
Properties=species:S:1:pos:R:3:lowdin_charge:R:1
N 0.61081 0.39742 1.25425 0.0343
C 0.41285 -0.20343 -0.01190 -0.4760
C 1.45664 0.47470 -1.04890 -0.2839
O 2.65206 0.56969 -0.38818 -0.0668
C -0.93111 -0.06326 -0.69005 -0.5738
S -2.23022 -0.63210 0.42836 0.6584
H 0.90043 1.37640 1.10785 0.1059
H 1.27816 -0.03804 1.80226 0.0533
H 0.84695 -1.30406 0.03960 0.1771
H 1.15819 1.50413 -1.28296 0.1139
H 1.46492 0.12314 -2.09361 0.1210
H 3.08329 -0.29388 -0.50220 0.1061
H -1.19305 -0.60802 -1.69111 0.1090
H -1.24893 0.95026 -1.01063 0.0683
H -1.72884 -0.18384 1.60787 -0.1469
```

=====

Record 9
DFT (the ωB97M-V functional and the def2-TZVPD basis) results for a single C3H9NOS molecule.

As for the SMILES: N[C@@H](CO)CS. For the highest occupied orbital energy, the calculation gives -8.88 eV. As for the HOMO-LUMO gap: 9.50 eV. The calculation puts the energy above the lowest of the compared OMol25 structures with the same formula, charge and spin at 1.6062 eV. As for the LUMO energy: 0.62 eV.

Structure (XYZ):
```
15
Properties=species:S:1:pos:R:3:lowdin_charge:R:1
N 0.75056 1.08173 -0.76926 0.0255
C 0.15394 0.08733 0.27081 -0.4493
C -1.37683 0.01867 0.08701 -0.2744
O -1.89759 1.22745 -0.32492 -0.0767
C 0.81289 -1.20669 0.29206 -0.5601
S 2.53485 -1.20832 0.91446 0.6755
H 0.88264 0.71234 -1.74144 0.0833
H 0.01778 1.78475 -0.96423 0.0568
H 0.25154 0.67472 1.16101 0.1210
H -1.50653 -0.84971 -0.55608 0.1096
H -1.91819 -0.26116 1.04938 0.1421
H -2.77725 1.40886 0.10387 0.1277
H 0.39975 -2.03550 0.91826 0.0924
H 0.92083 -1.43607 -0.71839 0.0450
H 2.75160 0.00159 0.27746 -0.1185
```

=====

Record 10
DFT (the ωB97M-V functional and the def2-TZVPD basis) results for 2 unconnected molecules or ions with the total composition C3H9NOS.

Its expectation value of S² is 2.01. For the highest occupied orbital energy (alpha / beta), the calculation gives -4.52 / -9.77 eV. As for the HOMO-LUMO gap (alpha / beta): 5.40 / 7.92 eV. The calculation puts the energy above the lowest of the compared OMol25 structures with the same formula, charge and spin at 2.6504 eV. As for the LUMO energy (alpha / beta): 0.88 / -1.86 eV. Its spin multiplicity is 3.

Structure (XYZ):
```
15
Properties=species:S:1:pos:R:3:lowdin_charge:R:1
C 0.86591 0.05175 -1.98089 -0.1211
C -0.28904 -0.00037 -0.98223 -0.3264
C -0.87308 -0.11421 2.81542 -0.2745
N 0.06319 0.18789 0.46625 -0.3362
O -0.31632 -1.13168 2.99594 -0.1468
S 1.23185 -0.75433 0.94593 0.7568
H 1.46551 0.85706 -1.67358 0.0592
H 1.40138 -0.82759 -1.94147 0.0324
H 0.43707 0.32384 -2.89878 0.0608
H -0.86904 0.95650 -1.36708 0.1390
H -0.83095 -0.89332 -1.02336 0.0793
H -1.92830 -0.03805 2.47622 0.0814
H -0.59178 0.89934 3.23848 0.0893
H 0.74050 -1.68272 1.88726 -0.0044
H 1.55114 0.14946 1.86766 -0.0888
```